(1)
ORCA calculation (ωB97M-V/def2-TZVPD) on a molecular structure, C35H37N6O2RuS.

Atoms and positions in Å:
Ru -0.203251 -0.150364 0.307074
C 1.205425 4.280139 2.852611
C 1.361878 2.761028 2.693605
C 2.552868 2.427999 1.799487
C 0.055085 2.185548 2.199338
C -0.905521 1.720231 3.137907
C -2.110676 1.225161 2.730430
C -2.484295 1.235513 1.358692
C -3.844743 0.754318 0.938241
C -1.613237 1.833479 0.463869
C -0.319182 2.246681 0.867155
H 2.080225 4.698747 3.349115
H 0.326118 4.536950 3.443506
H 1.107975 4.756364 1.874934
H 1.547734 2.344792 3.689183
H 2.438086 2.872779 0.807854
H 2.685974 1.351556 1.674766
H 3.466526 2.834435 2.232376
H -0.658122 1.739128 4.192605
H -2.811646 0.840257 3.461772
H -3.850933 -0.328318 0.787397
H -4.160124 1.228315 0.009372
H -4.587304 0.976359 1.703298
H -1.961205 2.104329 -0.518439
H 0.303152 2.791037 0.165288
O -3.437022 -6.219283 0.294592
C -3.411349 -5.459515 -0.890156
C -2.593771 -4.223761 -0.645779
C -2.231524 -3.386416 -1.695037
C -1.513992 -2.241974 -1.430837
N -1.126869 -1.893026 -0.193155
C -1.414327 -2.736145 0.821350
C -2.167754 -3.881863 0.626508
C -0.807221 -2.385291 2.118927
C -0.725634 -3.280820 3.174916
C 0.008411 -2.954385 4.303869
C 0.172299 -3.906708 5.465511
O 0.084316 -3.236669 6.703103
C 0.651956 -1.721960 4.317965
C 0.513008 -0.874427 3.241366
N -0.228678 -1.172521 2.163193
H -3.973194 -7.007358 0.161775
H -4.419186 -5.150893 -1.193732
H -2.970560 -6.014424 -1.725448
H -2.505001 -3.613528 -2.717072
H -1.233015 -1.577783 -2.232989
H -2.424468 -4.527252 1.451758
H -1.202180 -4.248323 3.104170
H 1.177432 -4.332009 5.419527
H -0.535093 -4.735638 5.382685
H -0.838842 -3.136590 6.953830
H 1.257792 -1.427594 5.163945
H 1.025521 0.073739 3.223287
S 1.885120 -1.081418 0.140561
C 2.216817 -0.677416 -1.455520
N 3.319452 -1.078662 -2.052365
N 3.654865 -0.563269 -3.240159
C 3.890408 0.756897 -3.545221
C 4.289118 1.051865 -4.858451
C 4.533068 2.361205 -5.213919
C 4.397823 3.375315 -4.269692
C 4.021556 3.075217 -2.959948
C 3.765302 1.774333 -2.585321
N 1.295884 0.091841 -2.235422
N 0.203727 0.368031 -1.679177
C -0.646274 1.125699 -2.583314
C -0.080113 2.012072 -3.492715
C -0.904976 2.709107 -4.358644
C -2.278638 2.500099 -4.338183
C -2.835170 1.601726 -3.437698
C -2.019995 0.921603 -2.547083
H 3.989084 -1.258494 -3.898714
H 4.395630 0.253127 -5.582547
H 4.837635 2.597064 -6.223874
H 4.605121 4.399495 -4.547592
H 3.951964 3.867196 -2.226786
H 3.515477 1.533382 -1.561210
H 0.990856 2.163596 -3.503210
H -0.474548 3.416423 -5.054069
H -2.916830 3.042561 -5.022350
H -3.903587 1.434882 -3.424304
H -2.450637 0.232480 -1.832581

Forces on the atoms, in the same order (eV/Å):
0.05 -0.33 0.09
0.00 0.01 0.01
0.00 -0.01 0.00
0.01 0.01 -0.01
-0.07 -0.08 0.20
0.11 0.03 -0.12
-0.04 0.01 -0.12
0.06 -0.19 0.21
0.02 -0.01 -0.02
0.13 0.17 0.02
-0.09 0.39 0.01
0.01 0.00 -0.02
0.00 -0.01 0.01
-0.02 0.00 0.00
0.00 -0.03 -0.01
0.00 0.01 0.00
-0.01 -0.01 0.01
0.00 0.00 -0.01
0.00 0.02 0.00
-0.01 0.02 0.00
0.00 0.00 0.01
0.00 -0.01 -0.01
-0.01 0.02 0.00
0.02 -0.10 -0.11
0.01 -0.12 -0.06
-0.01 0.00 -0.01
0.00 0.01 0.04
-0.03 -0.02 -0.05
-0.02 0.05 0.02
0.00 -0.03 -0.01
0.16 -0.18 -0.07
-0.08 0.02 0.08
0.00 -0.01 -0.02
-0.07 0.02 -0.09
0.01 0.00 -0.01
0.03 0.02 0.00
0.01 0.03 0.03
0.05 0.00 -0.05
-0.06 0.01 0.03
-0.06 0.01 -0.02
0.16 0.08 -0.01
0.00 0.00 0.01
0.01 0.00 -0.01
0.01 -0.01 0.01
0.00 0.00 0.00
0.03 -0.04 0.00
0.02 0.00 0.01
0.00 -0.01 0.00
-0.02 -0.03 -0.02
-0.03 0.02 0.02
-0.04 -0.01 0.03
0.00 -0.01 0.00
0.03 0.02 -0.02
-0.35 -0.04 0.01
0.03 0.66 -0.46
-0.25 -0.15 -0.50
-0.08 -0.29 0.55
-0.11 0.31 -0.10
-0.07 -0.03 0.09
0.00 0.06 0.03
-0.01 -0.01 0.01
0.03 0.04 -0.05
0.05 -0.12 -0.09
0.04 -0.49 0.40
0.14 0.49 -0.16
0.07 -0.22 0.16
0.05 0.06 0.03
-0.03 -0.01 0.01
0.02 0.02 -0.02
0.05 -0.02 0.03
-0.06 -0.03 0.01
0.19 -0.01 0.10
0.01 0.00 0.00
0.00 -0.01 0.00
-0.01 0.00 0.00
0.00 0.00 0.00
0.02 0.02 0.01
0.00 0.00 0.00
0.00 0.00 0.00
0.00 0.00 0.00
0.00 0.00 0.00
-0.01 0.02 0.01

Results
* multiplicity: 2
* LUMO level (spin up / spin down): -6.62 / -7.54 eV
* charge: +2
* HOMO level (spin up / spin down): -13.131 / -13.056 eV
* orbital gap (spin up / spin down): 6.5151 / 5.5176 eV
* ⟨S²⟩: 0.807


(2)
ORCA calculation (ωB97M-V/def2-TZVPD) on a molecular structure, C35H38Cl3FeGe2N3O4PSSe in a non-equilibrium geometry.

Atoms and positions in Å:
Fe 0.269507 0.045997 0.537815
O 2.047206 -1.173495 0.648712
N 2.714146 -0.130058 0.141733
C 4.037121 -0.163090 -0.058905
C 4.654008 0.984198 -0.509932
C 3.889132 2.121262 -0.740665
C 2.517446 2.089740 -0.536269
C 1.897254 0.934454 -0.083288
S -0.912946 1.280686 -0.832172
H 4.525125 -1.098318 0.169410
H 5.723934 0.982738 -0.659147
H 4.368038 3.032615 -1.074291
H 1.906368 2.966555 -0.709565
O 1.178528 -3.091143 -1.286407
C 0.789552 -2.138204 -1.909443
O 0.065492 -1.135648 -1.412412
C 1.035738 -1.910249 -3.356694
C 1.577382 -2.870340 -4.200840
C 1.725163 -2.565212 -5.541323
C 1.329995 -1.315390 -6.020534
C 0.795651 -0.364120 -5.166197
C 0.652150 -0.670997 -3.813596
P -0.239654 0.450249 -2.625118
C -1.901821 0.195731 -3.352454
C -2.513637 -1.041853 -3.176020
C -3.801793 -1.253030 -3.643272
C -4.485349 -0.240545 -4.301320
C -3.861153 0.979624 -4.514131
C -2.573360 1.197992 -4.044167
C 0.505084 2.041360 -3.203094
C -0.127576 3.280918 -3.037798
C 0.516796 4.453642 -3.389159
C 1.822551 4.423380 -3.866668
C 2.488417 3.215992 -3.959947
C 1.836835 2.036231 -3.616266
H 1.865575 -3.830128 -3.793190
H 2.140182 -3.296355 -6.222497
H 1.436794 -1.083787 -7.072437
H 0.482162 0.595976 -5.554099
H -1.995801 -1.839347 -2.659351
H -4.272561 -2.215024 -3.485538
H -5.496816 -0.402904 -4.649978
H -4.376202 1.770665 -5.043606
H -2.104347 2.155040 -4.228423
H -1.119744 3.336617 -2.616232
H 0.003904 5.398369 -3.265268
H 2.318789 5.342938 -4.149772
H 3.520027 3.183334 -4.286235
H 2.389046 1.108030 -3.663476
Cl 0.248661 3.694750 1.534802
Ge -0.986932 1.894011 1.894199
Cl -3.002944 2.613346 1.624428
Cl -0.848700 2.086630 4.060350
N 4.115375 2.354359 5.655905
C 4.091345 1.723806 4.447767
O 4.957435 1.863788 3.611094
C 2.916436 0.820084 4.225703
C 2.480933 -0.102651 5.160035
C 1.385257 -0.894315 4.852233
C 0.763625 -0.716587 3.632762
N 1.186161 0.165880 2.723986
C 2.243931 0.913001 3.016329
H 4.834527 3.041816 5.805771
H 3.285877 2.395309 6.221529
H 2.995219 -0.210451 6.107435
H 1.002953 -1.624349 5.552305
H -0.113681 -1.292205 3.361871
H 2.559449 1.637735 2.275571
C -5.378692 -2.391046 3.821304
Ge -3.507299 -1.854241 3.760575
C -2.420246 -3.250570 4.561092
C -3.282575 -0.174625 4.673953
C -3.237028 -1.679911 1.823960
Se -1.557504 -1.612540 0.827798
C -0.810039 -3.340657 1.314552
H -5.738067 -2.489411 4.846544
H -5.517812 -3.347448 3.315165
H -5.991726 -1.641853 3.317888
H -2.635685 -3.294200 5.630395
H -1.351745 -3.066842 4.445498
H -2.657543 -4.222457 4.127209
H -3.571400 -0.279927 5.721476
H -3.913004 0.590236 4.218279
H -2.253270 0.176628 4.640990
H -3.775128 -0.782686 1.506168
H -3.751267 -2.525162 1.361058
H -0.936737 -3.525782 2.375933
H 0.244088 -3.317926 1.046396
H -1.314572 -4.108596 0.733238

Forces on the atoms, in the same order (eV/Å):
0.45 0.36 1.73
0.03 0.15 -0.52
-0.44 -0.11 0.16
-0.09 0.06 0.01
0.01 0.05 -0.01
0.10 -0.05 0.00
-0.26 0.03 0.03
0.50 -0.36 0.41
-0.73 0.31 -0.14
0.00 -0.01 0.02
0.00 0.01 0.00
-0.02 0.00 -0.02
0.03 -0.01 -0.01
-0.17 -0.26 -0.01
-0.08 0.28 0.07
0.34 0.33 -0.34
0.10 -0.05 0.07
0.03 0.02 -0.03
-0.01 0.04 -0.01
-0.02 -0.02 0.05
-0.07 -0.11 0.01
0.12 0.26 -0.02
-0.35 -0.35 -0.55
0.19 0.07 -0.20
-0.09 -0.04 0.02
0.05 -0.04 0.04
0.04 0.07 -0.02
-0.04 -0.06 0.02
0.01 0.03 -0.03
0.28 -0.02 -0.15
0.04 -0.08 -0.17
-0.02 -0.01 0.04
0.00 0.07 -0.02
-0.02 -0.07 0.08
-0.09 0.10 -0.18
0.00 0.00 0.00
0.00 0.00 -0.01
0.01 -0.01 0.00
0.01 0.02 0.00
0.00 0.02 0.05
-0.01 0.00 -0.01
0.01 -0.01 -0.02
-0.01 0.00 0.00
0.02 -0.02 0.03
-0.06 -0.02 0.00
0.00 0.01 -0.03
0.01 0.01 0.04
0.00 -0.01 0.00
-0.01 -0.03 -0.05
-0.06 0.01 -0.17
1.13 0.14 -0.43
-0.36 -0.11 -0.18
0.01 -0.02 0.50
-0.05 -0.13 0.01
0.03 0.03 0.08
0.02 0.04 -0.10
0.03 0.06 0.00
-0.04 -0.02 0.08
-0.04 0.01 0.03
0.07 0.01 -0.09
-0.10 -0.16 -0.11
-0.05 0.03 -0.07
0.00 0.00 -0.01
0.01 0.04 -0.01
-0.01 0.01 0.00
0.02 -0.02 -0.01
0.01 -0.01 -0.02
0.01 0.00 0.00
-0.16 -0.07 0.07
-0.07 -0.04 -0.14
0.14 -0.15 0.17
0.05 0.16 0.19
0.09 0.07 -0.13
-0.44 -0.47 0.01
0.04 0.05 0.04
0.01 0.00 -0.01
-0.03 0.01 0.00
-0.02 -0.02 0.00
0.00 -0.02 -0.01
0.00 -0.01 0.03
0.05 -0.01 0.00
-0.03 -0.01 -0.01
0.04 0.03 0.01
-0.12 -0.08 0.03
0.04 0.01 -0.04
-0.04 0.04 -0.03
0.03 -0.01 0.02
-0.01 0.04 -0.05
-0.01 0.00 0.02

Results
* multiplicity: 2
* LUMO level (spin up / spin down): -1.28 / -0.01 eV
* charge: 0
* HOMO level (spin up / spin down): -7.849 / -7.711 eV
* orbital gap (spin up / spin down): 6.5704 / 7.7041 eV
* ⟨S²⟩: 1.076